C3H5N3O | ωB97M-V with the def2-TZVPD basis set

Computed properties:
Relative energy (zero: lowest compared OMol25 entry of this formula, charge and spin): 288.9 kJ/mol
HOMO level: -9.27 eV

Element x y z (Å)
C (-0.9505, -0.8611, 0.5487)
C (-0.0539, 0.4696, 0.4792)
N (-1.7255, -0.3277, -0.5349)
C (2.0775, -0.2188, -0.3131)
N (1.2794, 0.1787, 0.5591)
N (-0.5821, 1.6008, 0.7134)
O (-0.6274, -2.0087, 0.6501)
H (-2.1734, 0.5694, -0.3998)
H (-2.2636, -0.9719, -1.1038)
H (0.0984, 2.3537, 0.7784)
H (1.8320, -0.3221, -1.3738)
H (3.0890, -0.4618, -0.0034)